Entry from the Open Molecules 2025 dataset: C18H38ClLiO9 as an isolated structure (the ωB97M-V functional and the def2-TZVPD basis).

Structure (XYZ):
```
67
Properties=species:S:1:pos:R:3:mulliken_charge:R:1
Li 0.42 -3.14 0.33 0.909
Cl -0.20 -0.48 0.04 1.511
O 1.23 -0.67 0.17 -0.625
O -0.65 -1.42 -0.96 -0.689
O -0.80 -0.85 1.31 -0.587
O -0.49 0.89 -0.33 -0.603
C 1.09 3.71 -1.73 -0.036
C 1.09 3.77 -3.25 -0.472
C 0.78 5.26 -3.47 -0.552
O 1.45 5.92 -2.39 -0.459
C 1.26 5.13 -1.23 -0.385
H 1.83 3.02 -1.32 0.306
H 0.14 3.32 -1.34 -0.001
H 0.38 3.08 -3.72 0.395
H 2.03 3.49 -3.72 0.160
H -0.29 5.46 -3.43 0.273
H 1.21 5.63 -4.40 0.353
H 0.35 5.50 -0.74 0.121
H 1.97 5.16 -0.39 0.363
C 3.06 -0.72 -2.81 0.014
C 3.59 -1.62 -3.96 -0.585
C 3.57 -0.68 -5.14 -0.434
O 2.66 0.37 -4.82 -0.409
C 2.81 0.66 -3.42 -0.061
H 3.76 -0.72 -1.98 0.351
H 2.15 -1.11 -2.36 -0.083
H 2.83 -2.39 -4.09 0.267
H 4.59 -2.00 -3.79 0.280
H 3.17 -1.13 -6.04 0.298
H 4.55 -0.22 -5.31 0.254
H 1.92 1.16 -3.05 -0.139
H 3.58 1.41 -3.20 0.214
C -3.20 4.84 2.89 -0.607
C -2.50 4.11 1.75 -0.135
C -1.73 3.04 2.52 -0.276
O -1.26 3.69 3.71 -0.426
C -2.20 4.71 4.05 -0.424
H -4.17 4.41 3.12 0.267
H -3.30 5.89 2.61 0.334
H -1.83 4.77 1.19 -0.006
H -3.15 3.63 1.02 0.339
H -0.87 2.58 2.05 0.227
H -2.44 2.26 2.83 0.163
H -1.69 5.65 4.28 0.289
H -2.74 4.32 4.92 0.248
C -2.51 -6.02 1.37 -0.415
C -3.44 -4.90 0.91 -0.685
C -2.48 -3.72 0.75 -0.311
O -1.20 -4.32 0.44 -0.280
C -1.32 -5.75 0.49 -0.689
H -2.96 -6.99 1.19 0.362
H -2.32 -5.89 2.44 0.255
H -4.26 -4.71 1.60 0.349
H -3.83 -5.16 -0.07 0.298
H -2.40 -3.18 1.70 0.241
H -2.78 -3.06 -0.06 0.284
H -0.35 -6.21 0.69 0.304
H -1.52 -6.16 -0.51 0.324
C 0.93 -3.91 4.47 -1.267
C 0.33 -3.69 3.09 0.503
O 1.36 -3.36 2.13 -0.409
H 1.35 -4.92 4.52 0.342
H 0.19 -3.87 5.27 0.336
H 1.78 -3.24 4.62 0.394
H -0.47 -2.94 3.09 0.019
H -0.14 -4.63 2.79 -0.108
H 2.08 -3.03 2.67 0.208
```

## Properties
**Gap between HOMO and LUMO**: 8.87 eV

---

Entry from the Open Molecules 2025 dataset: C18H38GeN2O4Pt as an isolated structure (the ωB97M-V functional and the def2-TZVPD basis).

Structure (XYZ):
```
64
Properties=species:S:1:pos:R:3:mulliken_charge:R:1
Pt -0.23 -0.12 0.67 0.933
C 4.62 1.05 -1.06 -1.059
N 3.73 0.07 -0.40 0.186
C 4.32 -1.23 -0.05 -1.039
C 2.49 0.36 -0.10 0.669
O 1.79 -0.49 0.56 -0.949
C 1.94 1.73 -0.52 -0.719
O 0.54 1.70 -0.36 -0.552
C -0.25 2.86 -0.20 -1.008
C -1.59 2.43 0.43 0.892
O -1.75 1.29 0.96 -0.761
N -2.57 3.31 0.44 0.132
C -2.40 4.67 -0.09 -1.025
C -3.88 2.98 1.00 -1.040
H 5.64 0.69 -0.95 0.412
H 4.55 2.02 -0.58 0.386
H 4.38 1.12 -2.12 0.360
H 4.95 -1.12 0.83 0.361
H 4.93 -1.55 -0.89 0.427
H 3.54 -1.95 0.14 0.325
H 2.21 1.96 -1.55 0.440
H 2.40 2.48 0.13 0.469
H -0.41 3.35 -1.17 0.470
H 0.23 3.58 0.48 0.646
H -1.45 5.10 0.20 0.402
H -3.18 5.29 0.34 0.393
H -2.51 4.68 -1.18 0.342
H -3.96 1.91 1.14 0.332
H -4.64 3.32 0.31 0.405
H -4.00 3.49 1.96 0.366
C 0.00 -0.85 3.44 -1.238
C -0.66 -1.36 2.19 0.865
O -1.37 -2.29 2.04 -0.407
H -0.44 -1.39 4.29 0.370
H -0.16 0.22 3.55 0.372
H 1.07 -1.05 3.37 0.304
C -4.31 -3.56 0.68 -1.540
C -3.36 -2.97 -0.35 0.521
C -2.09 -3.81 -0.50 -0.792
C -1.09 -3.23 -1.49 -0.572
Ge -0.61 -1.35 -1.47 0.122
C -1.75 0.05 -2.22 0.082
C -1.65 0.04 -3.76 -1.081
C -2.41 -1.10 -4.46 -0.261
C -3.88 -1.17 -4.09 -0.983
H -5.26 -3.03 0.70 0.399
H -3.88 -3.52 1.68 0.309
H -4.52 -4.60 0.46 0.362
H -3.09 -1.95 -0.06 -0.151
H -3.86 -2.89 -1.32 0.246
H -2.37 -4.81 -0.86 0.542
H -1.62 -3.95 0.47 0.229
H -1.50 -3.27 -2.51 0.299
H -0.15 -3.79 -1.51 0.454
H 0.80 -1.17 -2.09 -0.159
H -1.39 1.01 -1.86 -0.118
H -2.78 -0.06 -1.87 0.465
H -0.60 0.02 -4.06 0.339
H -2.05 0.99 -4.13 0.495
H -1.92 -2.06 -4.26 0.159
H -2.31 -0.95 -5.53 0.403
H -4.04 -1.47 -3.05 0.042
H -4.41 -1.89 -4.72 0.389
H -4.37 -0.20 -4.24 0.340
```

## Properties
**Charge**: +2
**Gap between HOMO and LUMO**: 8.07 eV

---

Entry from the Open Molecules 2025 dataset: C18H38IrN3OPSSi as an isolated structure (the ωB97M-V functional and the def2-TZVPD basis).

Structure (XYZ):
```
64
Properties=species:S:1:pos:R:3:lowdin_spin:R:1
Ir 0.43 0.64 -1.31 1.534
Si -1.46 1.03 -2.65 0.199
P 0.23 -1.50 -1.86 0.191
N 2.31 0.59 -1.26 0.797
H -2.03 -3.26 0.62 0.063
C 1.04 -2.75 -0.84 0.044
H 1.11 -3.68 -1.43 0.010
H 0.45 -2.95 0.06 0.002
H 2.06 -2.44 -0.57 0.001
C -1.22 -2.49 -2.40 0.032
H -0.81 -3.43 -2.83 0.007
H -1.80 -1.98 -3.18 0.000
H -1.86 -2.73 -1.53 0.002
C 1.24 -1.64 -3.41 0.040
H 1.26 -2.69 -3.68 0.006
H 2.25 -1.26 -3.19 0.004
H 0.77 -1.05 -4.21 0.002
C -3.12 0.33 -2.17 0.039
H -3.21 0.16 -1.09 0.002
H -3.33 -0.61 -2.68 0.000
H -3.89 1.04 -2.48 0.005
H -1.69 2.50 -2.74 0.028
H -1.26 0.54 -4.05 0.027
C 3.27 1.41 -1.69 0.093
C 5.41 2.50 -1.44 -0.006
C 4.53 1.54 -1.00 0.137
C 2.97 2.24 -2.81 0.163
C 3.88 3.19 -3.21 -0.006
C 5.10 3.31 -2.55 0.162
H 6.35 2.65 -0.91 -0.004
H 4.69 0.92 -0.13 0.007
H 1.97 2.15 -3.24 0.027
H 3.61 3.83 -4.04 -0.003
H 5.84 4.04 -2.90 0.010
C -2.57 -2.43 1.06 0.119
O -2.46 -1.18 0.59 0.735
C -1.73 -2.57 2.37 0.063
H -1.32 -3.57 2.48 0.000
H -2.30 -2.32 3.27 0.005
H -0.83 -1.95 2.28 0.000
C -4.01 -2.96 0.83 0.007
H -4.05 -4.05 0.71 0.000
H -4.40 -2.60 -0.13 0.000
H -4.70 -2.65 1.64 0.002
C 1.99 0.69 1.94 0.008
N 0.78 1.04 2.67 0.034
C 1.02 1.52 4.04 0.003
C -0.37 1.39 2.01 0.096
S -0.39 1.93 0.38 0.237
N -1.48 1.48 2.75 0.041
C -1.69 0.68 3.95 0.008
C -2.65 2.18 2.26 0.010
H 2.72 0.26 2.65 0.001
H 2.45 1.59 1.47 0.002
H 1.76 -0.04 1.14 0.003
H 0.45 2.44 4.24 0.001
H 0.78 0.76 4.79 0.000
H 2.09 1.75 4.15 0.001
H -1.58 1.29 4.86 0.001
H -2.71 0.29 3.95 0.002
H -1.00 -0.16 4.00 0.001
H -2.38 3.17 1.89 0.003
H -3.15 1.60 1.48 0.002
H -3.33 2.30 3.10 0.001
```

## Properties
**Gap between HOMO and LUMO (alpha / beta)**: 4.91 / 5.34 eV
**Spin multiplicity**: 6

---

Entry from the Open Molecules 2025 dataset: a 6-piece molecular cluster, C18H38N2O12 overall (the ωB97M-V functional and the def2-TZVPD basis).

Structure (XYZ):
```
70
Properties=species:S:1:pos:R:3:mulliken_charge:R:1
C -0.47 9.58 1.82 -0.571
N 0.86 9.64 2.50 0.883
O 1.21 8.62 3.08 -0.544
O 1.47 10.68 2.50 -0.528
H -0.33 9.98 0.82 0.273
H -1.11 10.25 2.38 0.153
H -0.74 8.53 1.75 0.308
C -3.36 13.27 3.95 -0.355
N -2.24 13.49 3.00 0.919
O -1.68 14.56 3.04 -0.439
O -1.96 12.57 2.26 -0.575
H -4.13 12.60 3.56 0.360
H -3.87 14.22 4.03 -0.282
H -2.98 12.83 4.86 0.354
O 1.88 13.55 5.01 -0.603
C 1.70 14.71 4.76 0.737
O 2.36 15.39 3.83 -0.356
C 3.19 14.66 2.95 -0.285
C 2.36 13.94 1.89 -0.822
C 0.68 15.53 5.49 -0.642
H 3.86 13.96 3.47 0.325
H 3.87 15.35 2.45 0.321
H 1.67 14.60 1.38 0.214
H 1.81 13.12 2.36 0.157
H 3.02 13.46 1.17 0.386
H 0.09 14.97 6.20 0.298
H -0.03 16.01 4.82 -0.083
H 1.19 16.36 6.00 0.403
O -6.12 11.56 9.87 -0.572
C -5.20 12.04 9.28 0.546
O -3.95 12.06 9.75 -0.229
C -3.74 11.53 11.06 -0.269
C -2.30 11.75 11.48 -1.125
C -5.30 12.67 7.92 -0.693
H -3.92 10.45 10.97 0.279
H -4.46 11.86 11.81 0.356
H -1.64 11.46 10.66 0.312
H -2.09 11.00 12.25 0.360
H -2.10 12.73 11.91 0.294
H -5.68 13.68 8.07 0.162
H -6.04 12.15 7.31 0.368
H -4.36 12.70 7.39 0.209
O -1.57 18.99 -0.55 -0.569
C -1.23 19.45 0.50 0.718
O -1.22 18.80 1.65 -0.356
C -1.66 17.43 1.70 -0.144
C -3.12 17.35 2.14 -0.844
C -0.70 20.87 0.61 -0.989
H -0.95 16.95 2.36 0.159
H -1.55 17.00 0.71 0.312
H -3.56 16.40 1.88 0.317
H -3.66 18.13 1.60 0.431
H -3.20 17.65 3.19 0.094
H -1.40 21.56 0.15 0.316
H 0.25 20.87 0.07 0.269
H -0.50 21.10 1.66 0.269
O -2.83 15.80 6.45 -0.505
C -3.25 16.92 6.34 0.780
O -4.42 17.34 5.84 -0.300
C -5.38 16.36 5.48 0.626
C -6.57 17.03 4.79 -1.420
C -2.39 18.12 6.70 -1.031
H -5.78 15.88 6.38 0.229
H -4.98 15.58 4.83 -0.329
H -6.99 17.84 5.38 0.355
H -7.33 16.29 4.57 0.403
H -6.23 17.40 3.82 0.293
H -1.76 17.89 7.55 0.332
H -3.06 18.96 6.92 0.370
H -1.82 18.48 5.85 0.207
```

## Properties
**Gap between HOMO and LUMO**: 9.91 eV
**Structure (SMILES)**: C[N+](=O)[O-].C[N+](=O)[O-].CCOC(C)=O.CCOC(C)=O.CCOC(C)=O.CCOC(C)=O

---

Number 1: strongest force on any atom 1.7 eV/Å, M 440.89 g mol⁻¹. Number 2: strongest force on any atom 1.9 eV/Å, M 614.20 g mol⁻¹. Number 3: strongest force on any atom 3.0 eV/Å, M 595.87 g mol⁻¹. Number 4: strongest force on any atom 1.8 eV/Å, M 474.50 g mol⁻¹.